Record 1
The following is a DFT calculation (wB97M-V/def2-TZVPD) of 2 unconnected molecules or ions with the total composition C5H6O.

Cartesian coordinates (Å):
O 1.752 -0.768 1.501
C 2.039 -0.559 0.386
C -0.926 0.510 -0.248
C 2.272 0.071 -0.769
C -0.835 -0.419 -1.130
C -1.482 -0.799 0.176
H -2.490 -0.971 0.086
H 3.012 -0.499 -1.275
H 1.401 0.104 -1.368
H -0.948 1.530 0.005
H -0.834 -0.593 -2.278
H -0.980 -1.421 0.857

Results
- net charge = 0
- Kohn-Sham gap (eV) = 10.24
- relative energy (zero: lowest compared OMol25 entry of this formula, charge and spin) (kJ/mol) = 429.3
- HOMO (eV) = -9.366
- SMILES = C1=CC1.C=C=O

=====

Record 2
The following is a DFT calculation (wB97M-V/def2-TZVPD) of 10 unconnected molecules or ions with the total composition C32H64Br4O12.

Cartesian coordinates (Å):
Br 4.716 1.759 -5.363
Br 6.520 0.989 4.541
Br 2.869 2.483 7.028
Br 5.667 -1.098 -7.064
O 0.606 4.265 -2.511
O -3.852 5.316 8.980
O -6.928 0.896 3.180
O 11.347 -6.746 -1.547
O 1.365 0.513 1.143
O -2.352 -4.906 1.852
O -4.204 -2.249 -3.877
O -8.162 -1.048 2.853
O 2.079 -1.619 0.863
O -4.555 3.927 -6.847
O 9.149 -6.486 -0.686
O -3.457 3.348 -4.881
C -3.741 3.286 -6.233
C -4.309 3.655 -2.629
C -1.322 -5.486 1.594
C 4.274 2.363 5.600
C -3.245 5.982 6.756
C -2.216 -2.901 -5.042
C -0.454 1.585 2.060
C -4.263 4.192 -4.010
C -9.868 -2.099 4.127
C -2.362 -1.152 -3.136
C 0.294 0.231 1.968
C 10.413 -7.068 -0.770
C 8.662 -5.447 -1.494
C -6.350 -0.462 1.395
C 9.267 -4.158 -1.154
C -3.552 3.543 7.475
C -0.315 -5.938 2.629
C 1.907 5.568 -0.899
C 3.513 0.545 -6.390
C 4.239 0.083 -7.630
C 5.056 1.058 5.863
C -3.570 5.004 7.830
C 10.557 -8.271 0.105
C -9.049 -0.824 3.921
C 2.269 -0.415 0.704
C 0.829 5.333 -1.954
C -2.749 2.341 -6.965
C 3.505 0.087 -0.075
C -0.971 -5.613 0.131
C -7.184 -0.122 2.566
C -3.027 -2.108 -4.001
C 0.011 6.581 -2.225
H -6.178 -1.538 1.361
H -9.753 0.006 3.978
H 3.745 2.242 4.654
H 4.652 0.846 -8.290
H -2.524 3.230 7.294
H -0.851 -6.017 3.575
H -3.707 5.120 -3.870
H 9.254 -3.995 -0.076
H -2.181 5.834 6.568
H -1.746 -2.162 -5.690
H -8.359 -0.661 4.749
H -0.874 -4.583 -0.214
H -1.561 -3.624 -4.554
H 0.586 7.503 -2.143
H 4.436 0.162 5.902
H -6.959 -0.254 0.516
H -3.535 6.974 7.103
H -2.921 -3.477 -5.640
H 1.577 6.041 0.026
H -3.069 1.331 -6.707
H 3.143 -0.317 -5.835
H -0.350 -0.495 1.472
H -2.662 2.448 -8.046
H 7.573 -5.454 -1.542
H 0.423 -5.135 2.619
H -0.407 6.478 -3.227
H -2.370 -1.515 -2.108
H 8.679 -3.374 -1.630
H 5.520 1.060 6.849
H -1.352 -0.861 -3.425
H 2.617 1.148 -6.536
H 10.964 -8.050 1.092
H -10.629 -2.273 3.365
H -4.189 3.206 6.657
H 2.661 6.266 -1.262
H -3.983 3.014 8.325
H -5.468 0.178 1.428
H 8.888 -5.659 -2.539
H -1.724 2.496 -6.630
H 2.990 0.433 -0.971
H -1.696 -6.171 -0.461
H 0.194 2.371 2.446
H -10.392 -2.033 5.080
H -3.806 5.748 5.852
H -0.656 1.910 1.039
H 4.861 3.281 5.624
H -1.395 1.547 2.609
H -4.763 2.674 -2.771
H -2.889 -0.204 -3.038
H -0.787 6.807 -1.517
H 0.729 -0.233 2.852
H 4.211 -0.712 -0.300
H -5.299 4.373 -4.296
H -3.276 3.649 -2.281
H -4.862 4.278 -1.927
H 4.027 0.964 0.307
H 2.404 4.641 -0.613
H 3.620 -0.612 -8.198
H -0.055 -6.188 0.000
H 0.341 -6.800 2.505
H 11.407 -8.810 -0.314
H 10.326 -4.035 -1.384
H -9.244 -2.976 4.298
H 9.585 -8.764 0.106

Results
- net charge = 0
- Kohn-Sham gap (eV) = 9.64
- relative energy (zero: lowest compared OMol25 entry of this formula, charge and spin) (kJ/mol) = 259.1
- HOMO (eV) = -9.616
- SMILES = CCOC(C)=O.CCOC(C)=O.CCOC(C)=O.CCOC(C)=O.CC(C)=O.CC(C)=O.CC(C)=O.CC(C)=O.BrCCBr.BrCCBr

=====

Record 3
The following is a DFT calculation (wB97M-V/def2-TZVPD) of 2 unconnected molecules or ions with the total composition C5H15NOS.

Cartesian coordinates (Å):
S 0.912 2.015 -0.366
O 1.101 -1.190 -2.355
N -1.218 -0.918 -0.240
C 0.222 1.955 -1.934
C -0.194 0.512 1.498
C 0.312 -2.024 1.553
C -0.394 1.942 0.934
C -0.018 -0.760 0.641
H 2.014 -1.185 -1.886
H 1.415 -2.078 1.596
H -0.878 2.237 -1.747
H 0.608 0.662 2.243
H -0.186 -2.818 1.029
H 0.684 2.496 -2.658
H -0.217 -1.918 2.509
H 0.765 -0.607 -0.061
H -1.748 -1.852 -0.255
H -1.500 1.802 0.529
H 1.227 -1.872 -2.914
H -1.055 0.358 2.235
H -0.142 2.691 1.686
H -1.891 -0.253 0.211
H 0.183 0.804 -2.249

Results
- net charge = 0
- Kohn-Sham gap (eV) = 8.41
- relative energy (zero: lowest compared OMol25 entry of this formula, charge and spin) (kJ/mol) = 249.1
- HOMO (eV) = -7.778
- SMILES = CSCC[C@@H](C)N.O

=====

Which formula does entry 2 have?
C32H64Br4O12

=====

Please write out number 3 again, unchanged.
The following is a DFT calculation (wB97M-V/def2-TZVPD) of 2 unconnected molecules or ions with the total composition C5H15NOS.

Cartesian coordinates (Å):
S 0.912 2.015 -0.366
O 1.101 -1.190 -2.355
N -1.218 -0.918 -0.240
C 0.222 1.955 -1.934
C -0.194 0.512 1.498
C 0.312 -2.024 1.553
C -0.394 1.942 0.934
C -0.018 -0.760 0.641
H 2.014 -1.185 -1.886
H 1.415 -2.078 1.596
H -0.878 2.237 -1.747
H 0.608 0.662 2.243
H -0.186 -2.818 1.029
H 0.684 2.496 -2.658
H -0.217 -1.918 2.509
H 0.765 -0.607 -0.061
H -1.748 -1.852 -0.255
H -1.500 1.802 0.529
H 1.227 -1.872 -2.914
H -1.055 0.358 2.235
H -0.142 2.691 1.686
H -1.891 -0.253 0.211
H 0.183 0.804 -2.249

Results
- net charge = 0
- Kohn-Sham gap (eV) = 8.41
- relative energy (zero: lowest compared OMol25 entry of this formula, charge and spin) (kJ/mol) = 249.1
- HOMO (eV) = -7.778
- SMILES = CSCC[C@@H](C)N.O